No. 1
The following is a quantum chemistry calculation of C31H37Cl2NO4PS3Se2Y as an isolated structure, from the OMol25 dataset.

ORCA input file:
```
! wB97M-V def2-TZVPD RIJCOSX def2/J DEFGRID3
* xyz -2 1
Y -0.055 -1.118 0.514
C -2.851 0.970 1.943
C -1.852 1.808 2.724
S -0.166 1.411 2.227
C 0.830 2.177 3.532
C 0.432 1.900 4.981
S 0.514 0.169 5.509
C -1.645 -2.480 3.949
C -2.274 -1.108 3.783
S -2.586 -0.822 2.023
H -2.776 1.158 0.868
H -3.865 1.200 2.275
H -1.952 1.636 3.796
H -2.051 2.866 2.529
H 0.817 3.256 3.335
H 1.835 1.810 3.319
H -0.559 2.331 5.169
H 1.121 2.508 5.580
H -1.698 -2.794 4.990
H -2.132 -3.215 3.307
H -1.588 -0.364 4.196
H -3.215 -1.073 4.339
O 3.196 1.675 1.231
C 2.628 1.050 0.341
O 1.954 -0.031 0.490
C 2.752 1.580 -1.099
P 1.125 1.616 -1.960
C 0.291 3.036 -1.173
C 0.864 3.850 -0.199
C 0.109 4.837 0.425
C -1.224 5.016 0.087
C -1.809 4.196 -0.871
C -1.058 3.208 -1.487
C 1.650 2.331 -3.573
C 1.683 3.692 -3.874
C 2.069 4.131 -5.134
C 2.439 3.218 -6.111
C 2.405 1.859 -5.826
C 2.002 1.422 -4.573
H 3.365 0.875 -1.668
H 3.268 2.540 -1.082
H 1.887 3.692 0.118
H 0.563 5.447 1.197
H -1.815 5.775 0.587
H -2.860 4.295 -1.112
H -1.532 2.530 -2.189
H 1.395 4.410 -3.115
H 2.081 5.193 -5.352
H 2.739 3.562 -7.094
H 2.673 1.137 -6.588
H 1.932 0.360 -4.361
O 0.768 -7.223 2.584
C 1.591 -6.259 1.941
C 0.902 -4.905 1.669
C 2.045 -3.998 1.180
O 1.664 -2.968 0.271
C 0.255 -4.443 2.986
Se 0.252 -2.513 3.427
C -0.129 -5.118 0.546
Se -1.505 -3.730 0.276
H -0.144 -7.050 2.324
H 1.960 -6.665 0.989
H 2.453 -6.103 2.597
H 2.794 -4.622 0.676
H 2.540 -3.495 2.012
H 1.189 -3.385 -0.467
H 0.765 -4.926 3.820
H -0.789 -4.759 3.005
H -0.676 -6.047 0.732
H 0.414 -5.306 -0.390
Cl 0.443 -1.801 -2.402
C -1.013 -1.012 -3.019
C -1.301 -1.156 -4.353
C -2.451 -0.573 -4.882
C -3.279 0.135 -4.011
C -2.966 0.264 -2.678
Cl -4.078 1.165 -1.656
C -1.789 -0.284 -2.029
N -1.458 -0.144 -0.786
H -0.629 -1.730 -4.981
H -2.695 -0.670 -5.931
H -4.191 0.596 -4.373
*
```

Output
ΔE to the lowest compared entry with this formula, charge and spin   41.8 kJ/mol
F_max   0.01113 Eh/bohr
E   -241007.9621 eV
Frontier orbital gap   5.4 eV

=====

No. 2
The following is a quantum chemistry calculation of one molecule with the formula C2H3N3 in a non-equilibrium geometry, from the OMol25 dataset.

ORCA input file:
```
! wB97M-V def2-TZVPD RIJCOSX def2/J DEFGRID3
* xyz 0 1
N 0.187 0.716 -0.110
C 1.437 0.320 -0.154
N -0.117 -2.467 0.343
N -0.576 -1.429 0.236
C -0.898 -0.190 0.094
H -0.137 1.677 -0.209
H 2.029 1.238 -0.320
H -1.925 0.135 0.120
*
```

Output
ΔE to the lowest compared entry with this formula, charge and spin   404.0 kJ/mol
F_max   0.02719 Eh/bohr
E   -6588.3880 eV
Frontier orbital gap   8.8 eV

=====

No. 3
The following is a quantum chemistry calculation of one molecule with the formula C24H25FN4O2, from the OMol25 dataset.

ORCA input file:
```
! wB97M-V def2-TZVPD RIJCOSX def2/J DEFGRID3
* xyz 0 1
O 3.476 0.887 1.309
C 3.326 1.239 0.170
N 2.182 1.764 -0.341
C 0.927 1.665 0.360
C 0.127 0.415 -0.080
C 1.056 -0.764 0.057
C 1.334 -1.312 1.306
C 2.259 -2.335 1.398
C 2.884 -2.766 0.236
N 2.626 -2.257 -0.955
C 1.736 -1.284 -1.037
N -1.050 0.230 0.755
C -1.920 1.398 0.786
C -3.342 1.023 1.196
N -3.926 0.167 0.191
C -5.278 0.104 -0.024
C -5.793 -0.486 -1.187
C -7.153 -0.546 -1.417
C -8.020 -0.005 -0.487
F -9.356 -0.057 -0.713
C -7.550 0.588 0.668
C -6.190 0.636 0.899
C -3.000 -0.717 -0.481
C -1.801 -0.978 0.434
O 4.280 1.249 -0.793
C 5.543 0.730 -0.535
C 6.619 1.410 -1.090
C 7.899 0.916 -0.922
C 8.107 -0.247 -0.199
C 7.029 -0.919 0.348
C 5.741 -0.440 0.181
H 2.162 1.919 -1.338
H 1.159 1.582 1.423
H 0.357 2.578 0.177
H -0.145 0.543 -1.149
H 0.828 -0.930 2.178
H 2.504 -2.777 2.351
H 3.626 -3.554 0.253
H 1.561 -0.899 -2.036
H -1.521 2.112 1.511
H -1.968 1.893 -0.199
H -3.930 1.942 1.267
H -3.323 0.545 2.186
H -5.126 -0.888 -1.932
H -7.542 -1.000 -2.315
H -8.246 0.998 1.383
H -5.839 1.078 1.817
H -2.654 -0.284 -1.432
H -3.492 -1.669 -0.698
H -2.164 -1.414 1.371
H -1.137 -1.706 -0.035
H 6.437 2.314 -1.649
H 8.736 1.444 -1.354
H 9.108 -0.628 -0.065
H 7.186 -1.829 0.908
H 4.900 -0.965 0.604
*
```

Output
ΔE to the lowest compared entry with this formula, charge and spin   85.6 kJ/mol
F_max   0.01108 Eh/bohr
E   -38066.9310 eV
Frontier orbital gap   8.2 eV

=====

No. 4
The following is a quantum chemistry calculation of a 2-piece molecular cluster, CH3INP overall in a non-equilibrium geometry, from the OMol25 dataset.

ORCA input file:
```
! wB97M-V def2-TZVPD RIJCOSX def2/J DEFGRID3
* xyz 0 1
C -0.941 -0.648 -1.618
N -1.198 0.290 -0.821
P -1.573 1.403 0.096
I 2.123 0.779 3.025
H -1.755 -1.063 -2.238
H -0.021 -0.807 -2.076
H 3.364 0.046 3.631
*
```

Output
ΔE to the lowest compared entry with this formula, charge and spin   144.3 kJ/mol
F_max   0.05187 Eh/bohr
E   -19962.6468 eV
Frontier orbital gap   7.0 eV

=====

No. 5
The following is a quantum chemistry calculation of C13H12F6I2N3OPPdS as an isolated structure, from the OMol25 dataset.

ORCA input file:
```
! wB97M-V def2-TZVPD RIJCOSX def2/J DEFGRID3
* xyz 1 4
Pd -0.147 -0.169 -0.008
I 2.922 -2.527 3.689
C 1.060 -1.769 3.884
C 0.387 -1.787 5.107
C -0.888 -1.276 5.266
I -1.752 -1.378 7.110
C -1.584 -0.675 4.147
C -2.879 -0.128 4.202
C -3.424 0.411 3.061
C -2.686 0.412 1.875
N -1.465 -0.088 1.803
C -0.925 -0.628 2.916
C 0.414 -1.196 2.741
O 0.932 -1.171 1.610
H 0.883 -2.220 5.964
H -3.429 -0.141 5.131
H -4.416 0.833 3.065
H -3.089 0.822 0.960
F 1.991 0.786 0.001
P 2.593 0.166 -1.473
F 1.110 0.640 -2.076
F 1.859 -1.241 -1.043
F 2.990 -0.428 -2.883
F 3.158 1.614 -1.818
F 3.934 -0.276 -0.768
C -3.801 3.210 -1.953
N -2.398 3.391 -1.672
C -1.785 4.719 -1.661
C -0.301 4.425 -1.365
N -0.308 2.990 -1.089
C -1.508 2.459 -1.366
S -1.829 0.769 -1.445
H -4.395 3.730 -1.205
H -4.033 2.150 -1.941
H -4.026 3.612 -2.941
H -2.254 5.334 -0.887
H -1.944 5.201 -2.627
H 0.063 4.976 -0.500
H 0.344 4.633 -2.219
H 0.509 2.405 -1.254
*
```

Output
ΔE to the lowest compared entry with this formula, charge and spin   0.0 kJ/mol
F_max   0.01347 Eh/bohr
E   -76302.2794 eV
<S²>   3.787
Frontier orbital gap (spin up / spin down)   7.5 / 6.3 eV

=====

No. 6
The following is a quantum chemistry calculation of a 15-piece molecular cluster, H30O15 overall in a non-equilibrium geometry, from the OMol25 dataset.

ORCA input file:
```
! wB97M-V def2-TZVPD RIJCOSX def2/J DEFGRID3
* xyz 0 1
H -0.567 -0.335 -0.324
H 0.418 0.361 0.601
H 2.110 2.130 1.647
H 3.157 1.855 0.579
H -0.902 -4.260 -0.410
H -1.386 -2.936 -0.980
H -1.462 3.889 0.600
H -0.010 3.516 0.847
H -2.001 -3.303 -2.473
H -2.725 -4.635 -2.580
H -3.729 2.269 -1.274
H -2.998 1.175 -0.512
H -1.296 0.497 -3.460
H 0.204 0.564 -3.695
H 0.374 -3.390 -2.625
H 0.792 -3.418 -4.086
H 1.212 1.276 -2.344
H 1.551 -0.034 -3.036
H 2.806 -3.405 0.962
H 3.051 -2.469 -0.210
H 1.744 -0.288 4.336
H 2.288 0.253 5.647
H -1.956 -2.457 3.123
H -1.522 -2.155 1.698
H -2.441 2.739 2.866
H -3.072 1.961 1.723
H 0.810 3.944 2.518
H 0.855 5.341 3.114
H 3.004 0.324 -0.134
H 1.862 1.177 -0.662
O 0.377 -0.214 -0.172
O 2.660 1.426 1.285
O -0.619 -3.521 -0.960
O -0.626 4.254 0.911
O -2.853 -3.721 -2.303
O -3.316 1.406 -1.393
O -0.623 0.323 -4.128
O 0.013 -3.389 -3.519
O 1.938 0.808 -2.770
O 2.412 -2.667 0.484
O 2.508 0.161 4.713
O -2.299 -2.175 2.267
O -2.228 2.115 2.163
O 0.267 4.728 2.658
O 2.220 0.282 -0.692
*
```

Output
ΔE to the lowest compared entry with this formula, charge and spin   769.4 kJ/mol
F_max   0.08897 Eh/bohr
E   -31193.6910 eV
Frontier orbital gap   8.5 eV

=====

No. 7
The following is a quantum chemistry calculation of C10H14BeCl4F6N3O4S2 as an isolated structure in a non-equilibrium geometry, from the OMol25 dataset.

ORCA input file:
```
! wB97M-V def2-TZVPD RIJCOSX def2/J DEFGRID3
* xyz 2 2
Be 0.235 1.262 -3.686
C -1.236 -1.771 -1.020
F -0.011 -2.238 -1.147
F -2.101 -2.127 -2.035
F -1.688 -2.263 0.117
S -1.139 0.189 -0.833
O -1.952 0.801 -1.884
O -1.493 0.460 0.619
N 0.462 0.529 -1.343
S 1.405 0.187 -0.237
O 0.986 -0.762 0.751
O 2.701 -0.065 -0.810
C 1.582 1.889 0.648
F 0.411 2.371 0.972
F 2.326 1.757 1.703
F 2.216 2.793 -0.162
C 2.930 3.675 4.418
C 4.065 2.773 4.066
N 4.936 2.019 3.792
H 2.921 4.655 3.941
H 3.094 3.915 5.469
H 1.987 3.179 4.190
C 4.505 -0.560 -3.237
C 3.057 -0.677 -3.535
N 1.920 -0.687 -3.744
H 4.681 0.397 -2.745
H 5.010 -0.592 -4.202
H 5.021 -1.256 -2.576
Cl -2.409 2.321 3.802
C -3.331 2.582 2.227
C -2.995 3.926 1.536
Cl -3.942 4.003 0.012
H -4.394 2.705 2.436
H -3.041 1.753 1.581
H -1.925 4.037 1.364
H -3.295 4.771 2.155
Cl -0.665 -5.099 -1.613
C -2.101 -6.139 -1.911
C -3.346 -5.418 -1.473
Cl -3.562 -5.375 0.322
H -2.102 -7.051 -1.313
H -2.035 -6.386 -2.970
H -4.176 -6.063 -1.760
H -3.511 -4.422 -1.884
*
```

Output
F_max   0.17259 Eh/bohr
E   -111695.6023 eV
<S²>   0.754
Frontier orbital gap (spin up / spin down)   2.7 / 1.5 eV

=====

No. 8
The following is a quantum chemistry calculation of C28H40I2N2O2OsSSi4 as an isolated structure in a non-equilibrium geometry, from the OMol25 dataset.

ORCA input file:
```
! wB97M-V def2-TZVPD RIJCOSX def2/J DEFGRID3
* xyz 0 5
Os -0.141 -1.494 -0.159
I 4.910 -1.916 -0.513
C 3.795 -1.860 1.271
C 4.378 -2.074 2.503
C 3.592 -2.100 3.636
I 4.576 -2.366 5.493
C 2.191 -1.967 3.575
C 1.312 -2.089 4.670
C -0.055 -2.006 4.445
C -0.523 -1.744 3.172
N 0.270 -1.550 2.115
C 1.612 -1.712 2.298
C 2.423 -1.624 1.137
O 1.908 -1.354 -0.031
H 5.443 -2.224 2.575
H 1.695 -2.280 5.661
H -0.753 -2.143 5.257
H -1.587 -1.694 2.978
S -1.387 -2.361 -4.400
C 0.341 -2.265 -4.370
C 0.834 -1.927 -3.145
C -0.167 -1.714 -2.179
C -1.437 -1.942 -2.708
C -2.569 -1.912 -1.862
C -3.892 -2.166 -2.252
C -4.897 -2.178 -1.317
C -4.563 -1.932 0.028
C -3.253 -1.684 0.353
N -2.253 -1.637 -0.537
H 0.892 -2.479 -5.263
H 1.889 -1.852 -2.943
H -4.096 -2.361 -3.295
H -5.917 -2.394 -1.590
H -5.322 -1.951 0.792
H -2.976 -1.519 1.386
C -1.942 1.413 2.711
Si -0.263 1.939 1.960
C 1.094 1.672 3.284
C -0.479 3.827 1.729
Si 0.166 0.862 -0.215
Si -1.620 2.167 -1.942
C -3.302 1.645 -1.216
C -1.230 1.539 -3.696
C -1.565 4.074 -1.947
Si 2.245 1.854 -1.076
C 2.112 3.745 -1.391
C 3.643 1.653 0.218
C 2.773 1.109 -2.758
H -2.091 1.862 3.688
H -2.004 0.341 2.840
H -2.772 1.715 2.080
H 0.744 1.976 4.269
H 1.994 2.241 3.068
H 1.379 0.628 3.352
H -0.507 4.326 2.692
H -1.415 4.040 1.227
H 0.321 4.274 1.152
H -3.315 0.595 -0.953
H -4.111 1.815 -1.921
H -3.531 2.212 -0.319
H -0.927 0.498 -3.687
H -0.425 2.115 -4.145
H -2.093 1.622 -4.353
H -1.683 4.492 -0.954
H -2.366 4.481 -2.561
H -0.632 4.448 -2.348
H 1.640 4.266 -0.568
H 1.538 3.953 -2.286
H 3.093 4.185 -1.531
H 3.463 2.250 1.107
H 4.608 1.945 -0.185
H 3.724 0.622 0.537
H 1.959 1.127 -3.476
H 3.082 0.076 -2.647
H 3.607 1.651 -3.196
C -0.239 -4.581 -0.690
O -0.233 -3.475 0.093
H 0.686 -4.651 -1.290
H -1.098 -4.602 -1.384
H -0.301 -5.474 -0.046
*
```

Output
ΔE to the lowest compared entry with this formula, charge and spin   120.6 kJ/mol
F_max   0.05899 Eh/bohr
E   -97773.4963 eV
<S²>   6.051
Frontier orbital gap (spin up / spin down)   3.7 / 4.2 eV